This record from OMol25 describes a cluster of 2 separate species, C3H8NO3 in total in a non-equilibrium geometry. The level of theory is ωB97M-V/def2-TZVPD.

Properties
- Energy above the lowest of the compared OMol25 structures with the same formula, charge and spin: 0.996 eV
- Energy: -399.6412 a.u.
- Charge: -1
- Highest occupied orbital energy: -4.102 eV

```
15
Properties=species:S:1:pos:R:3:mulliken_charge:R:1
C 1.102 -0.623 1.201 -0.81
N 0.348 -1.084 0.014 -0.52
C -1.116 -0.922 0.085 -0.50
C -1.455 0.594 0.194 0.61
O -2.026 1.004 1.223 -0.71
O -1.154 1.324 -0.797 -0.79
H 0.692 0.264 1.676 0.28
H 2.069 -0.220 0.846 0.31
H 1.351 -1.526 1.743 0.26
H 0.690 -0.575 -0.779 0.39
H -1.692 -1.497 0.805 0.28
H -1.386 -1.253 -0.925 0.26
H 0.126 1.207 -1.758 0.40
H 1.396 1.953 -1.430 0.29
O 1.055 1.356 -2.098 -0.74
```